Record 1
Below is one molecule with the formula C5H7NO, with properties calculated with ωB97M-V/def2-TZVPD.

The lowest unoccupied orbital energy (alpha / beta) is -1.1 / -1.1 eV. As for the HOMO-LUMO gap (alpha / beta): 7.765 / 7.765 eV.

```
14
C5H7NO, DFT ωB97M-V/def2-TZVPD
C -1.974 0.120 0.064
C -0.691 -0.351 0.768
C 0.491 0.428 0.399
C 1.817 -0.260 0.308
O 2.300 0.300 -0.948
C 1.238 0.761 -1.580
N 0.469 1.036 -2.417
H -2.101 1.202 0.175
H -2.851 -0.392 0.475
H -1.908 -0.097 -1.007
H -0.767 -0.094 1.847
H -0.582 -1.448 0.723
H 2.477 0.040 1.136
H 1.847 -1.355 0.193
```



Record 2
Below is C38H43As2N4O13V as an isolated structure, with properties calculated with ωB97M-V/def2-TZVPD.

The lowest unoccupied orbital energy (alpha / beta) is -1.7 / -1.5 eV. The spin multiplicity is 3. As for the HOMO-LUMO gap (alpha / beta): 4.936 / 5.722 eV.

```
101
C38H43As2N4O13V, DFT ωB97M-V/def2-TZVPD
V -0.064 -1.121 -0.540
O -3.578 -4.351 1.868
C -4.283 -3.232 1.646
C -5.640 -3.251 1.966
C -6.443 -2.161 1.706
C -5.900 -1.003 1.166
C -4.551 -0.956 0.886
C -3.721 -2.058 1.109
C -2.304 -1.986 0.704
O -1.746 -0.863 0.477
N -1.662 -3.121 0.511
N -0.468 -2.939 -0.085
C 0.196 -3.999 -0.435
C 1.451 -3.973 -1.108
C 2.048 -5.181 -1.510
C 3.242 -5.200 -2.191
C 3.885 -3.997 -2.478
C 3.335 -2.795 -2.088
C 2.111 -2.737 -1.397
O 1.618 -1.591 -1.025
H -2.689 -4.241 1.471
H -6.043 -4.155 2.393
H -7.502 -2.214 1.907
H -6.531 -0.152 0.954
H -4.120 -0.065 0.451
H -0.249 -4.968 -0.214
H 1.547 -6.112 -1.287
H 3.672 -6.138 -2.512
H 4.814 -4.008 -3.028
H 3.816 -1.860 -2.336
N 2.309 -0.506 6.390
C 2.827 -1.220 5.367
O 3.853 -1.859 5.469
C 2.030 -1.227 4.093
C 0.939 -0.414 3.811
C 0.352 -0.490 2.557
N 0.780 -1.301 1.593
C 1.791 -2.124 1.883
C 2.435 -2.119 3.101
H 2.859 -0.421 7.230
H 1.537 0.123 6.268
H 0.549 0.314 4.504
H -0.500 0.139 2.318
H 2.103 -2.812 1.107
H 3.267 -2.777 3.299
C -2.028 -0.189 -3.824
C -1.399 -1.394 -3.109
C -2.485 -2.440 -2.772
C -0.309 -2.029 -3.992
O -0.805 -1.012 -1.940
H -2.459 -0.507 -4.769
H -1.255 0.552 -4.017
H -2.812 0.241 -3.204
H -2.867 -2.888 -3.685
H -3.306 -1.973 -2.227
H -2.055 -3.227 -2.151
H -0.752 -2.424 -4.903
H 0.175 -2.839 -3.443
H 0.443 -1.277 -4.233
C 3.865 3.328 -2.181
O 2.975 2.404 -2.789
C 1.758 2.118 -2.335
O 1.114 1.233 -2.872
C 1.156 2.787 -1.163
C 0.958 4.096 -0.991
As 0.290 5.120 0.638
C 2.092 5.483 1.356
C -0.167 3.477 1.538
C 0.692 2.363 1.477
As 0.205 1.328 -0.111
C -1.543 1.937 -0.749
C 1.866 2.289 2.280
O 2.004 2.982 3.279
O 2.815 1.296 2.091
C 3.203 0.926 0.787
C -1.567 3.298 1.764
O -2.424 4.160 1.642
O -1.841 2.041 2.235
C -3.162 1.818 2.694
C 1.364 5.138 -1.969
O 2.160 5.998 -1.668
O 0.821 5.175 -3.189
C -0.198 4.301 -3.641
H 4.066 4.132 -2.891
H 4.793 2.793 -1.975
H 3.479 3.762 -1.259
H 2.460 6.421 0.946
H 2.806 4.693 1.146
H 1.977 5.570 2.434
H -1.745 3.003 -0.623
H -2.323 1.347 -0.270
H -1.532 1.689 -1.812
H 4.257 0.647 0.853
H 3.104 1.770 0.092
H 2.629 0.065 0.413
H -3.337 0.744 2.690
H -3.879 2.320 2.044
H -3.274 2.210 3.708
H 0.084 3.987 -4.648
H -1.142 4.851 -3.677
H -0.317 3.425 -3.003
```



Record 3
Below is C7H10BrNTc as an isolated structure, with properties calculated with ωB97M-V/def2-TZVPD.

The lowest unoccupied orbital energy (alpha / beta) is -0.5 / -1.0 eV. The spin multiplicity is 4. As for the HOMO-LUMO gap (alpha / beta): 6.372 / 7.781 eV.

```
20
C7H10BrNTc, DFT ωB97M-V/def2-TZVPD
C -0.468 0.614 -1.288
C 0.938 0.815 -1.042
C 1.091 1.750 0.014
C -0.213 2.158 0.433
C -1.178 1.483 -0.366
Tc -0.599 -0.322 0.594
N -2.357 -0.477 1.065
C 0.194 -1.966 -0.203
C 1.563 -1.774 -0.085
H 2.029 2.096 0.422
H 1.750 0.368 -1.601
H -0.422 2.948 1.150
H -2.252 1.660 -0.368
H -0.906 0.069 -2.110
H 2.174 -1.470 -0.919
H -0.295 -2.664 0.508
H -2.907 -1.356 1.086
H 2.058 -2.122 0.808
H -0.412 -1.827 -1.121
Br 0.215 0.016 3.022
```



Record 4
Below is one molecule with the formula C4H6N2O2, with properties calculated with ωB97M-V/def2-TZVPD.

The lowest unoccupied orbital energy is 0.9 eV. As for the HOMO-LUMO gap: 11.205 eV. Its SMILES is C[C@H](O)c1ncon1.

```
14
C4H6N2O2, DFT ωB97M-V/def2-TZVPD
C -1.445 -2.867 -0.269
C 0.177 0.265 -0.653
C -0.747 -0.918 -0.445
C 0.543 1.142 0.603
N -0.324 -2.213 -0.466
N -2.050 -0.815 -0.402
O -0.472 0.965 -1.700
O -2.527 -2.088 -0.352
H -1.575 -4.004 -0.439
H 1.099 -0.187 -1.116
H 1.318 0.735 1.232
H -0.309 1.245 1.255
H 0.848 2.102 0.203
H -0.156 1.899 -1.699
```



F_max / Eh/bohr: 0.0304; 0.0798; 0.1119; 0.0623